# 1
Computed, not measured: a cluster of 18 separate species, C66H179N11O29 in total, with the ωB97M-V functional and the def2-TZVPD basis.

Geometry as XYZ:
```
285
Properties=species:S:1:pos:R:3:mulliken_charge:R:1
O 2.9684 -1.2839 4.9461 -0.551
H 3.8029 -1.5649 4.5560 0.269
H 2.3148 -1.9789 4.6739 0.456
O -4.5365 1.0972 3.0131 -0.661
H -5.2975 0.5193 2.8613 0.275
H -4.4080 1.5605 2.1730 0.337
O 3.6328 4.1350 3.3368 -0.650
H 2.7518 4.2296 3.7540 0.328
H 4.0157 3.3551 3.7549 0.309
O 0.8521 4.0165 3.7969 -0.768
H 0.5626 3.5062 3.0098 0.324
H 0.3312 3.6564 4.5221 0.294
O 2.7183 1.3784 5.5241 -0.692
H 2.1573 1.6870 4.8013 0.271
H 2.7341 0.3938 5.4288 0.498
O -5.8756 2.4432 0.7550 -0.508
H -6.2827 3.2250 0.3658 0.267
H -6.5792 2.0419 1.2829 0.329
O 0.2318 3.8551 0.6040 -0.754
H 0.2403 4.6029 -0.0041 0.305
H -0.6812 3.5151 0.5781 0.128
C 8.7457 1.4169 10.5991 -0.766
O 8.7211 0.2960 9.7321 -0.227
C 9.6984 -0.6704 9.9389 -0.633
C 9.4377 -1.7809 8.9133 -0.387
N 8.0875 -2.3209 8.9417 -0.219
C 7.7108 -3.2889 7.9500 -1.158
C 6.9470 -2.7242 6.7676 -0.168
O 7.6247 -1.6904 6.0977 -0.351
C 6.8213 -1.0548 5.1371 -0.736
H 9.6016 2.0670 10.3915 0.282
H 8.7673 1.0218 11.6172 0.319
H 7.8643 2.0157 10.3864 0.220
H 9.6306 -1.1459 10.9283 0.373
H 10.7267 -0.3647 9.7126 0.330
H 10.1854 -2.5712 8.9500 0.360
H 9.4865 -1.2398 7.9591 0.217
H 7.3721 -1.7995 9.4072 0.226
H 7.0423 -4.0291 8.4055 0.364
H 8.5528 -3.8975 7.6170 0.414
H 5.9302 -2.4290 7.0588 0.359
H 6.7580 -3.5740 6.0892 0.214
H 7.4226 -0.2005 4.8072 0.299
H 5.9379 -0.6210 5.6129 0.399
H 6.6209 -1.5612 4.1863 0.261
C 0.1638 2.6723 -7.2303 -0.916
O -0.8879 1.9385 -6.6184 -0.141
C -1.5080 2.6403 -5.5630 -0.171
C -1.0795 2.1027 -4.1830 1.237
N 0.2803 2.6202 -3.9241 -0.406
C 0.8580 2.1709 -2.6623 0.386
C 2.3713 2.1362 -2.6946 -0.272
O 2.6896 0.9225 -3.3948 0.225
C 4.0437 0.8756 -3.8175 -0.474
H 0.8373 3.1499 -6.5173 0.433
H -0.2109 3.3804 -7.9765 0.262
H 0.7822 1.9588 -7.7848 0.292
H -2.5881 2.4355 -5.6201 -0.392
H -1.5267 3.7330 -5.5940 0.310
H -1.0812 1.0079 -4.0856 -0.001
H -1.7474 2.5077 -3.4151 -0.882
H 0.7270 2.1092 -4.6900 0.219
H 0.4640 1.1600 -2.4828 -0.059
H 0.5237 2.8388 -1.8667 -0.062
H 2.7499 2.0150 -1.6737 -0.391
H 2.9110 2.9267 -3.2176 0.600
H 4.5917 1.5507 -3.1355 0.100
H 4.2775 1.2927 -4.7979 0.328
H 4.5249 -0.0599 -3.5277 -0.034
C 6.6462 -1.8841 -0.2294 -0.346
O 5.9962 -2.0872 -1.4608 -0.223
C 6.0444 -3.4428 -1.8475 0.403
C 5.7814 -3.5615 -3.3329 -0.339
N 5.9621 -4.8691 -3.9358 -0.299
C 4.8184 -5.7666 -4.0459 -0.638
C 4.4643 -6.4336 -2.7195 0.002
O 5.6276 -6.9445 -2.1110 -0.410
C 5.4199 -7.6038 -0.8892 -0.511
H 6.5556 -0.8065 -0.0565 0.148
H 7.6997 -2.1418 -0.1057 0.397
H 6.0692 -2.2948 0.6115 -0.105
H 5.3739 -4.0499 -1.2219 -0.443
H 7.0044 -3.9579 -1.6910 0.542
H 6.5086 -2.9136 -3.8363 0.218
H 4.8023 -3.1863 -3.6486 -0.366
H 6.6707 -5.4073 -3.4484 0.376
H 4.9847 -6.5558 -4.7763 0.365
H 3.9183 -5.2263 -4.3514 0.140
H 3.8254 -7.2848 -3.0192 0.564
H 3.8403 -5.8806 -2.0083 -0.131
H 6.3496 -7.5811 -0.3297 0.261
H 4.9503 -8.5828 -1.1009 0.362
H 4.6132 -7.1839 -0.2679 0.055
C -6.4468 -0.5712 0.9886 -0.906
O -7.1776 0.0359 2.0621 0.118
C -8.3877 0.6075 1.6073 -1.037
C -9.1663 1.2444 2.7344 -0.678
N -9.4071 0.3031 3.8149 -0.171
C -9.6185 1.0022 5.0905 -0.686
C -10.2544 0.1129 6.1446 -0.378
O -11.6456 0.0192 6.0035 -0.337
C -12.1985 -0.9404 6.9002 -0.717
H -6.1823 -1.5731 1.3353 0.150
H -5.4848 -0.0550 0.8971 0.015
H -6.9043 -0.5000 0.0041 0.526
H -9.0885 -0.1902 1.3041 0.377
H -8.3339 1.2290 0.7076 0.599
H -10.1086 1.6930 2.4066 0.402
H -8.5710 2.0874 3.1398 0.360
H -8.6730 -0.3914 3.8138 0.043
H -10.2849 1.8254 4.8382 0.412
H -8.6682 1.3357 5.5205 0.356
H -9.9518 0.6220 7.0714 0.342
H -9.8033 -0.8849 6.1410 0.224
H -13.2534 -0.6888 7.0175 0.264
H -11.8082 -0.7130 7.8966 0.331
H -12.0636 -1.9384 6.4915 0.237
C 4.9210 -7.4200 2.9209 -0.856
O 5.3447 -6.3769 2.0415 -0.391
C 4.2040 -5.5128 1.7768 0.526
C 4.1898 -4.4132 2.8505 -0.686
N 2.9265 -3.7513 3.0280 1.047
C 1.9123 -4.5954 3.6109 -1.080
C 0.5655 -3.8736 3.8341 0.305
O 0.7914 -2.7526 4.6546 -0.524
C -0.3953 -2.0726 4.9908 -0.392
H 4.7449 -7.0203 3.9255 0.282
H 5.6635 -8.2068 3.0165 0.319
H 3.9534 -7.8086 2.5949 0.339
H 3.2983 -6.0901 1.5804 0.634
H 4.5750 -5.1683 0.8015 -0.770
H 5.0102 -3.7096 2.6883 -0.068
H 4.4859 -4.8469 3.8131 0.314
H 2.6112 -3.0587 2.3659 -0.416
H 2.2614 -4.7991 4.6310 0.409
H 1.7004 -5.5512 3.1147 0.348
H 0.0214 -4.6104 4.4392 0.505
H 0.1114 -3.7312 2.8529 -0.764
H -1.2584 -2.7099 5.2357 0.377
H -0.7697 -1.6031 4.0605 -0.165
H -0.2352 -1.3254 5.7633 0.368
C -2.7857 1.4502 -0.7935 0.776
O -1.9501 1.7309 0.3094 -0.080
C -1.7812 0.6010 1.1416 1.098
C -1.1142 1.0276 2.4641 -1.863
N 0.2530 1.5132 2.4029 0.290
C 1.2001 0.4489 2.0711 0.875
C 2.6270 0.9310 1.8265 -0.089
O 3.6076 -0.0763 1.9606 0.729
C 4.8695 0.4631 2.1621 -0.333
H -3.7717 1.0878 -0.4875 -0.297
H -2.3661 0.5041 -1.1946 -0.067
H -2.6664 2.0691 -1.6742 -0.283
H -1.1817 -0.1231 0.5768 0.030
H -2.7593 0.1645 1.3655 -0.106
H -1.0669 0.3064 3.2860 0.322
H -1.8009 1.7595 2.9022 0.287
H 0.2934 2.1674 1.6181 0.527
H 0.9046 -0.0658 1.1485 -0.411
H 1.2482 -0.2828 2.8847 -0.496
H 2.8139 1.7522 2.5256 -0.217
H 2.6796 1.2416 0.7755 -0.287
H 4.8844 0.9417 3.1528 0.329
H 5.2983 1.2349 1.5028 -0.321
H 5.7059 -0.2395 2.1446 0.065
C -3.3879 8.7560 -9.4139 -0.758
O -3.8873 7.7852 -8.5154 -0.313
C -3.7209 6.4844 -9.0083 -0.641
C -4.2969 5.4822 -8.0166 -0.630
N -4.0033 5.6735 -6.6236 -0.064
C -4.7914 4.8094 -5.8051 -0.487
C -4.5310 4.9401 -4.2992 -0.225
O -5.5279 4.2257 -3.5960 -0.261
C -5.4128 4.4824 -2.2216 -0.779
H -3.8552 8.8048 -10.4005 0.281
H -2.3295 8.5022 -9.5746 0.329
H -3.4140 9.7254 -8.9231 0.248
H -2.6328 6.2746 -9.0149 0.323
H -4.0642 6.2539 -10.0204 0.400
H -4.1920 4.4455 -8.3472 0.354
H -5.3835 5.6390 -8.2023 0.260
H -3.7390 6.6074 -6.3738 0.257
H -4.6874 3.7523 -6.0519 0.058
H -5.8476 5.1348 -5.8584 0.377
H -4.4747 6.0077 -4.0481 0.608
H -3.5785 4.4542 -4.0346 -0.010
H -6.0599 3.8159 -1.6513 0.054
H -5.6874 5.5225 -2.0307 0.442
H -4.4337 4.3019 -1.7606 0.357
C -5.9247 0.5660 -7.9406 -0.891
O -5.1716 0.6971 -6.7716 -0.278
C -5.9518 1.0169 -5.6637 -0.994
C -5.1161 1.3340 -4.4412 -0.019
N -4.1065 0.2916 -4.1017 0.261
C -4.6996 -0.8945 -3.4981 -0.609
C -3.5610 -1.8221 -3.1021 0.322
O -3.8946 -3.1713 -2.8300 -0.480
C -4.7841 -3.4581 -1.7843 -0.157
H -6.8527 -0.0042 -7.8082 0.341
H -5.3401 0.0670 -8.7107 0.271
H -6.2562 1.5266 -8.3569 0.291
H -6.7306 0.2708 -5.4278 0.614
H -6.6490 1.8570 -5.8238 0.584
H -5.6540 1.6165 -3.5399 0.407
H -4.4945 2.1930 -4.6931 -0.912
H -3.7741 0.1391 -5.0547 0.328
H -5.4578 -1.3555 -4.1431 0.313
H -5.2560 -0.5918 -2.6019 0.108
H -2.8930 -1.5177 -2.2874 0.143
H -2.9360 -1.8729 -4.0007 -0.123
H -5.5782 -2.7169 -1.6066 0.178
H -4.2469 -3.5029 -0.8322 -0.146
H -5.3416 -4.3516 -2.0529 0.347
C -9.8582 -4.4585 1.6119 -0.881
O -8.6510 -4.1680 2.2575 -0.147
C -8.6795 -4.3710 3.6548 -0.812
C -7.4580 -3.7113 4.3257 -0.040
N -6.3612 -4.6517 4.0674 -0.362
C -5.0280 -4.1345 4.3894 -1.271
C -4.4456 -3.1489 3.3864 1.090
O -4.2033 -3.8012 2.1691 -0.508
C -3.0560 -3.3410 1.5101 -0.518
H -10.0764 -5.5336 1.6488 0.326
H -9.8032 -4.2176 0.5508 0.238
H -10.6802 -3.8821 2.0517 0.326
H -8.7743 -5.4210 3.9375 0.335
H -9.5849 -3.8456 3.9971 0.445
H -7.7416 -3.5581 5.3711 0.369
H -7.2505 -2.7190 3.8990 -0.091
H -6.4756 -4.8123 3.0687 0.369
H -4.3620 -5.0016 4.4424 0.337
H -5.0859 -3.8020 5.4276 0.412
H -3.5572 -2.6364 3.7767 -0.065
H -5.0920 -2.2599 3.3345 -0.354
H -2.8762 -3.9663 0.6315 0.396
H -2.1365 -3.4725 2.0895 0.016
H -3.1476 -2.3129 1.1460 0.444
C 5.4016 10.9731 -2.7708 -0.738
O 6.1419 9.7880 -2.6217 -0.315
C 5.7474 8.8351 -3.5752 -0.635
C 6.6937 7.6437 -3.5697 -0.658
N 6.5493 6.9509 -2.2820 -0.274
C 7.5445 5.8665 -2.1845 -0.935
C 7.1460 4.9243 -1.0649 -0.566
O 6.0502 4.1508 -1.5277 -0.310
C 5.4786 3.3121 -0.5519 -0.608
H 4.3366 10.8457 -2.5455 0.296
H 5.5076 11.3767 -3.7819 0.303
H 5.7595 11.7128 -2.0556 0.251
H 5.7081 9.2361 -4.6001 0.434
H 4.7052 8.5173 -3.4377 0.369
H 7.6827 8.1353 -3.5741 0.293
H 6.5601 6.9899 -4.4262 0.409
H 6.5828 7.6591 -1.5628 0.243
H 8.4664 6.3695 -1.8388 0.412
H 7.8456 5.4569 -3.1429 0.479
H 6.8316 5.4152 -0.1392 0.413
H 7.9988 4.2655 -0.8401 0.381
H 5.5328 2.2658 -0.8876 0.013
H 4.4132 3.4457 -0.3584 0.182
H 6.1044 3.3294 0.3441 0.529
C 0.8494 -1.1607 -5.9835 -0.099
O 1.0686 -2.5476 -6.1821 -0.485
C 0.6467 -3.3558 -5.0694 -0.982
C 1.4988 -3.2935 -3.8109 -0.056
N 1.0708 -2.1821 -2.9389 1.059
C 2.0403 -1.9159 -1.9139 0.319
C 2.5137 -3.0400 -0.9823 1.093
O 1.6943 -3.2124 0.1414 0.417
C 0.4267 -3.8109 -0.1292 -0.051
H 0.8656 -0.5748 -6.9051 0.177
H 1.6830 -0.8371 -5.3427 -0.002
H -0.0873 -0.8067 -5.5270 0.087
H 0.7739 -4.3298 -5.5583 0.431
H -0.4367 -3.3627 -4.9056 0.319
H 2.5213 -3.0256 -4.1087 0.143
H 1.4262 -4.3154 -3.4377 0.168
H 0.7805 -1.4242 -3.5299 -0.361
H 1.6890 -1.2597 -1.1033 -0.705
H 2.9082 -1.3488 -2.2821 -0.205
H 3.4829 -2.6991 -0.6108 -0.290
H 2.7262 -4.0000 -1.4741 -0.837
H 0.5441 -4.8687 -0.3737 0.367
H -0.1048 -3.2672 -0.9089 0.216
H -0.1073 -3.7511 0.8131 -0.816
```

Summary:
- HOMO level (eV) = -7.653
- total charge = 0
- energy (eV) = -147094.2288
- energy above the lowest of the compared OMol25 structures with the same formula, charge and spin (eV) = 3.381

***

# 2
Computed, not measured: a structure of composition C66H53FGeN2O2P3PdS, with the ωB97M-V functional and the def2-TZVPD basis.

Geometry as XYZ:
```
130
Properties=species:S:1:pos:R:3:mulliken_charge:R:1
Pd 0.0842 -0.3443 -0.6569 -1.324
F -0.1507 -0.1781 -4.9786 -0.544
Ge -0.0677 -0.5314 -3.1671 2.108
C 0.1204 1.4749 -2.9189 -0.344
C 0.9551 2.1084 -3.8317 -0.405
C 1.1009 3.4865 -3.8027 -0.853
C 0.3887 4.2410 -2.8817 -1.047
C -0.4634 3.6188 -1.9850 -0.265
C -0.5898 2.2314 -1.9825 1.055
P -1.7764 1.3100 -0.9401 2.510
C -3.2229 1.6153 -2.0342 1.857
C -3.6851 2.9266 -2.1468 -0.837
C -4.6403 3.2414 -3.0958 -0.853
C -5.1650 2.2526 -3.9192 -0.838
C -4.7408 0.9431 -3.7781 -0.923
C -3.7621 0.6265 -2.8459 0.136
C -2.2920 2.2292 0.5451 0.455
C -3.5063 1.7767 1.0724 -0.976
C -4.0069 2.3031 2.2491 -0.467
C -3.2908 3.2799 2.9280 -1.067
C -2.0848 3.7309 2.4142 -0.765
C -1.5838 3.2135 1.2279 -0.164
C -1.6236 -1.7731 -3.2915 -0.603
C -2.1423 -2.0592 -4.5539 -0.110
C -3.1229 -3.0248 -4.7077 -0.975
C -3.5906 -3.7247 -3.6026 -0.979
C -3.0681 -3.4547 -2.3525 -0.194
C -2.0935 -2.4656 -2.1877 -0.300
P -1.4029 -2.2491 -0.5009 2.331
C -2.9208 -2.0573 0.4993 1.202
C -4.0543 -1.5210 -0.1176 -0.773
C -5.2113 -1.2801 0.6053 -0.846
C -5.2570 -1.5673 1.9613 -0.924
C -4.1487 -2.1244 2.5786 -1.105
C -2.9894 -2.3681 1.8593 -0.454
C -0.7556 -3.9398 -0.3489 1.594
C 0.3598 -4.2388 -1.1278 -0.194
C 0.9613 -5.4826 -1.0417 -0.434
C 0.4477 -6.4377 -0.1752 -0.931
C -0.6803 -6.1501 0.5787 -0.813
C -1.2909 -4.9083 0.4915 -0.921
C 1.5517 -1.6745 -3.4162 -0.279
C 1.6393 -2.4738 -4.5524 -0.442
C 2.7449 -3.2847 -4.7562 -0.813
C 3.7841 -3.2945 -3.8351 -1.007
C 3.7102 -2.5044 -2.7010 -0.681
C 2.5857 -1.7095 -2.4831 -0.062
P 2.4665 -0.6672 -0.9966 2.936
C 3.5534 0.7123 -1.4705 1.184
C 3.7948 1.0118 -2.8089 -0.900
C 4.5809 2.1031 -3.1433 -0.811
C 5.1280 2.9027 -2.1515 -0.976
C 4.9058 2.5968 -0.8162 -0.827
C 4.1177 1.5111 -0.4745 -0.907
C 3.4196 -1.6474 0.1984 0.199
C 2.7682 -2.7691 0.7015 -0.161
C 3.4199 -3.6334 1.5613 -0.820
C 4.7299 -3.3733 1.9346 -0.957
C 5.3905 -2.2676 1.4208 -0.853
C 4.7461 -1.4065 0.5459 -0.564
H 1.4466 1.5235 -4.5957 0.651
H 1.7615 3.9664 -4.5130 0.438
H 0.4869 5.3187 -2.8707 0.468
H -1.0282 4.2164 -1.2804 0.304
H -3.2985 3.6982 -1.4943 0.319
H -4.9711 4.2663 -3.1990 0.474
H -5.9058 2.5067 -4.6653 0.412
H -5.1565 0.1606 -4.3988 0.537
H -3.4145 -0.3920 -2.7652 -0.423
H -4.0580 1.0059 0.5508 0.462
H -4.9539 1.9480 2.6355 0.434
H -3.6769 3.6956 3.8496 0.388
H -1.5249 4.4946 2.9380 0.516
H -0.6442 3.5847 0.8481 0.235
H -1.7667 -1.5170 -5.4099 0.612
H -3.5054 -3.2487 -5.6949 0.482
H -4.3498 -4.4866 -3.7196 0.493
H -3.4059 -4.0118 -1.4863 0.499
H -4.0542 -1.3090 -1.1765 0.185
H -6.0758 -0.8666 0.1018 0.474
H -6.1531 -1.3589 2.5309 0.447
H -4.1772 -2.3731 3.6315 0.485
H -2.1352 -2.7927 2.3582 0.755
H 0.7593 -3.4889 -1.8015 -0.056
H 1.8331 -5.7007 -1.6444 0.506
H 0.9259 -7.4041 -0.0868 0.430
H -1.0873 -6.8959 1.2488 0.469
H -2.1785 -4.7014 1.0735 0.511
H 0.8343 -2.4485 -5.2758 0.481
H 2.7963 -3.9145 -5.6347 0.413
H 4.6513 -3.9211 -3.9967 0.419
H 4.5153 -2.5121 -1.9773 0.589
H 3.3898 0.3860 -3.5919 0.366
H 4.7722 2.3243 -4.1851 0.501
H 5.7320 3.7594 -2.4199 0.439
H 5.3483 3.2049 -0.0378 0.505
H 3.9440 1.2749 0.5686 0.667
H 1.7400 -2.9566 0.4332 0.066
H 2.8978 -4.4997 1.9464 0.502
H 5.2347 -4.0239 2.6366 0.405
H 6.4181 -2.0733 1.6990 0.465
H 5.2808 -0.5617 0.1346 0.523
C -2.9187 0.9577 7.3619 -1.641
C -2.1573 0.4451 6.1728 0.613
C -2.4976 0.8505 4.8840 -0.520
C -1.7629 0.4226 3.7904 0.932
C -0.6953 -0.4383 3.9853 -0.298
C -0.3482 -0.8697 5.2568 -0.739
C -1.0821 -0.4262 6.3434 -1.036
S 0.3425 -0.8738 2.6100 0.870
O 1.6892 -0.8985 3.1061 -0.745
O -0.1424 -2.1184 2.0290 -0.413
N 0.0852 0.2512 1.4986 1.449
C 0.8612 1.3759 1.5082 -0.929
C 1.3328 2.0336 2.6598 -0.813
C 2.0302 3.2085 2.5008 -1.373
C 2.2298 3.7209 1.2159 -1.115
C 1.7489 3.0031 0.1435 -0.464
N 1.0990 1.8442 0.2818 1.541
H -3.9250 1.2633 7.0803 0.380
H -2.4110 1.8265 7.7860 0.302
H -2.9814 0.1996 8.1411 0.419
H -3.3322 1.5237 4.7334 0.177
H -2.0016 0.7530 2.7884 -0.491
H 0.5054 -1.5239 5.3763 0.588
H -0.8087 -0.7463 7.3408 0.442
H 1.1193 1.6093 3.6295 0.609
H 2.4181 3.7334 3.3645 0.481
H 2.7524 4.6535 1.0584 0.512
H 1.8794 3.3520 -0.8737 0.135
```

Summary:
- HOMO level (eV) = -10.362
- total charge = +1
- energy (eV) = -177789.2733